Entry 1:
Formula: C20H36IrN6O4
Source: OMol25
Level of theory: ωB97M-V/def2-TZVPD

HOMO energy   -16.7649 eV
Kohn-Sham gap   7.77 eV
Calculated total energy   -41269.96147 eV
Energy relative to the best compared isomer or geometry (same formula, charge and spin)   1.546 eV
Net charge   +3

```
67
Properties=species:S:1:pos:R:3:forces:R:3
Ir -0.068327 -0.668508 -0.165948 -0.23 0.82 -0.26
N 1.955395 -0.272474 0.073777 0.08 0.30 0.20
C 2.279117 1.095149 -0.400697 -0.04 -0.10 -0.19
C 1.248743 1.405300 -1.475280 -0.35 -0.18 -0.20
O 1.094154 2.467773 -1.999501 0.17 0.06 0.01
O 0.462129 0.350189 -1.790391 -0.15 -0.31 -0.23
H 2.302371 -0.462110 1.011397 0.04 0.13 -0.01
H 2.421782 -0.934847 -0.547280 0.07 -0.13 0.10
H 3.281080 1.150290 -0.827698 -0.01 0.06 0.01
H 2.223149 1.819958 0.409350 -0.06 -0.01 0.03
N -2.559029 1.037864 -4.176928 -0.09 0.03 0.01
C -2.343687 0.599247 -2.741492 0.04 0.04 0.08
C -2.484192 1.819140 -1.841701 0.10 -0.01 0.11
C -2.464307 1.494647 -0.341917 -0.13 -0.06 0.06
N -1.112440 1.178897 0.249461 0.58 -0.05 0.14
C -3.467342 0.389482 -0.022994 0.10 -0.04 -0.01
C -3.251560 -0.853905 -0.884036 -0.14 0.13 0.23
N -1.998472 -1.510952 -0.389058 0.02 -0.07 -0.30
C -3.301249 -0.519135 -2.377027 0.09 -0.08 0.06
H -1.884562 1.764602 -4.436215 0.01 -0.01 -0.01
H -3.496768 1.424896 -4.324724 0.01 0.00 0.00
H -2.442468 0.262011 -4.833941 0.01 -0.01 0.00
H -1.324170 0.241729 -2.714261 0.23 0.00 -0.07
H -3.470684 2.266933 -2.004935 0.03 0.08 -0.05
H -1.734672 2.576013 -2.088044 0.05 -0.04 0.02
H -2.777156 2.408367 0.165758 -0.07 -0.01 0.00
H -1.226408 1.232599 1.260263 0.00 0.00 0.01
H -0.496618 1.956788 0.013159 -0.10 0.11 -0.01
H -4.478127 0.767624 -0.181482 0.01 0.04 -0.03
H -3.411772 0.124565 1.037479 -0.04 0.00 0.00
H -4.067998 -1.555962 -0.705751 0.02 -0.01 0.07
H -1.774969 -2.372046 -0.895828 -0.17 0.02 -0.09
H -2.253215 -1.814654 0.552604 0.11 -0.19 -0.01
H -4.337226 -0.217825 -2.563887 0.01 0.00 -0.06
H -3.113051 -1.410225 -2.981700 0.00 -0.01 0.03
C -0.818961 -0.819029 3.513374 0.09 -0.06 0.00
O 0.101102 -0.443237 2.454566 -0.33 -0.27 0.02
H -1.538276 -0.023132 3.706466 0.00 0.00 0.00
H -0.273726 -1.046456 4.427097 0.00 0.00 0.01
H -1.335017 -1.714829 3.176160 0.00 -0.01 0.01
H 0.615547 0.311671 2.764057 0.04 -0.04 0.03
C 3.657883 -5.932695 0.032854 -0.07 0.05 -0.05
N 3.031489 -4.780481 -0.618957 0.10 0.02 0.11
N 1.840254 -4.247923 -0.202747 0.08 -0.05 0.07
C 1.581491 -3.150929 -0.952745 -0.28 0.12 -0.07
O 0.443963 -2.520376 -0.827600 0.08 -0.20 0.23
C 2.640038 -2.977321 -1.842286 0.12 -0.05 0.03
C 3.528970 -4.025703 -1.602521 -0.02 0.05 -0.05
C 4.816599 -4.348968 -2.273167 -0.01 0.01 0.01
C 1.026587 -4.821497 0.830178 0.04 0.02 -0.06
C 0.513061 -6.098161 0.670423 -0.11 0.00 -0.01
C -0.257721 -6.644116 1.687835 0.00 -0.01 -0.03
C -0.515075 -5.911429 2.837668 0.01 0.02 0.01
C -0.006179 -4.625296 2.976406 0.00 -0.01 0.01
C 0.773105 -4.072650 1.971267 0.05 -0.02 0.04
H 3.354496 -5.962588 1.074977 0.01 -0.01 0.01
H 4.734219 -5.799689 -0.022032 0.00 -0.02 0.00
H 3.372806 -6.856541 -0.465931 -0.01 -0.02 0.02
H 2.715000 -2.246159 -2.629708 -0.03 0.00 0.00
H 4.960116 -3.700168 -3.132853 0.00 0.00 0.00
H 4.832458 -5.383809 -2.614765 0.00 0.00 0.00
H 5.657545 -4.204068 -1.592494 0.00 0.00 0.00
H 0.699431 -6.658471 -0.236896 0.03 0.00 0.00
H -0.659225 -7.641942 1.576900 0.01 -0.01 0.01
H -1.101793 -6.348079 3.634311 -0.01 0.00 0.00
H -0.187882 -4.070016 3.887232 0.00 -0.01 0.00
H 1.210938 -3.087433 2.086198 0.01 -0.01 -0.01
```
Forces are in eV/Å.


Entry 2:
Formula: C20H36N2P
Source: OMol25
Level of theory: ωB97M-V/def2-TZVPD

HOMO energy   -10.9691 eV
Kohn-Sham gap   6.63 eV
Calculated total energy   -33587.53996 eV
Net charge   +1

```
59
Properties=species:S:1:pos:R:3:forces:R:3
C -0.392460 -4.667480 -0.506040 -0.09 -0.17 0.03
C 0.421512 -3.445651 -0.077005 -0.11 -0.15 0.52
C -0.281687 -2.677257 1.056340 0.07 -0.12 0.05
C 1.895415 -3.723619 0.195768 -0.07 -0.20 0.35
C 2.580382 -3.035309 1.204550 0.21 0.28 -0.13
C 3.976750 -3.052379 1.257721 0.02 -0.43 -0.07
C 4.701414 -3.865921 0.381981 -0.20 0.06 -0.27
C 4.012864 -4.654240 -0.553658 -0.12 0.07 0.43
C 2.615564 -4.615644 -0.610283 0.25 0.19 -0.17
H -0.128439 -4.966272 -1.524875 -0.07 -0.06 0.17
H -0.255145 -5.534456 0.152700 0.00 0.23 -0.06
H -1.455043 -4.400264 -0.503833 0.13 -0.15 -0.08
H 0.143891 -1.677752 1.214570 0.13 -0.23 0.03
H -1.336472 -2.507472 0.811182 0.09 -0.25 0.03
H -0.218408 -3.248338 1.996379 -0.13 0.27 -0.21
H 2.032428 -2.475756 1.973263 0.25 -0.07 -0.53
H 4.496984 -2.432983 1.988450 -0.11 -0.28 -0.07
H 5.793891 -3.900801 0.429714 -0.43 0.07 -0.05
H 4.564310 -5.299750 -1.239376 -0.16 0.11 0.29
H 2.083199 -5.286037 -1.295221 0.27 0.46 0.12
C -4.399055 2.129868 -1.598202 -0.16 -0.04 -0.18
C -2.942085 2.557495 -1.660324 -0.42 0.53 -0.67
C -2.503798 2.524561 -3.125936 -0.23 -0.02 -0.37
C -2.837284 3.976599 -1.084920 -0.28 0.23 -0.08
N -2.055835 1.640156 -0.917351 1.16 -0.27 1.18
C -2.544132 0.693529 0.110904 0.10 -0.14 -0.23
C -2.200000 1.217805 1.487905 -0.32 0.39 0.47
C -0.700835 1.326219 1.719189 0.04 -0.91 0.77
N 0.107844 1.405382 0.497460 -0.69 1.47 -1.01
C 1.527216 1.853277 0.698777 0.42 0.12 -0.15
C 1.542274 3.375740 0.851850 0.14 0.17 0.07
C 2.306326 1.430843 -0.544942 0.30 -0.16 0.00
C 2.154056 1.216551 1.927362 0.19 -0.22 0.28
P -0.488603 2.123951 -0.877891 -0.63 -1.33 0.53
H 0.421644 -2.798472 -0.941700 0.01 0.47 -0.41
H -4.810532 2.187409 -0.586022 0.01 -0.03 -0.15
H -4.962157 2.833395 -2.228370 0.08 -0.31 0.21
H -4.524517 1.119958 -2.005421 -0.12 0.18 0.12
H -1.443799 2.778751 -3.278485 -0.35 0.00 0.05
H -2.688791 1.515508 -3.519064 0.18 0.25 0.00
H -3.126619 3.226132 -3.699032 0.32 -0.16 0.10
H -1.802939 4.360911 -1.108764 -0.37 -0.07 0.01
H -3.464689 4.631910 -1.707507 0.26 -0.03 0.29
H -3.229368 4.013602 -0.055198 0.24 0.02 -0.31
H -3.618584 0.573382 0.004048 0.13 -0.05 -0.05
H -2.068569 -0.287793 -0.049146 -0.10 0.33 -0.07
H -2.650108 2.215665 1.607592 -0.03 -0.31 -0.07
H -2.635058 0.571034 2.264847 0.12 0.21 -0.27
H -0.503429 2.187643 2.369948 0.11 -0.10 -0.26
H -0.342287 0.444523 2.260927 -0.11 0.11 -0.05
H 0.928351 3.688620 1.708558 0.19 0.01 -0.23
H 2.572893 3.703004 1.025301 -0.23 0.09 -0.02
H 1.170473 3.868296 -0.062716 0.22 -0.04 0.34
H 2.285859 0.336707 -0.636938 0.05 0.23 -0.06
H 1.893070 1.874847 -1.465109 0.31 -0.13 0.25
H 3.349659 1.757284 -0.441846 -0.27 -0.08 -0.14
H 2.143535 0.122006 1.868583 -0.01 0.15 -0.01
H 3.202401 1.541497 1.970109 -0.26 -0.14 -0.01
H 1.686499 1.529568 2.869183 0.06 -0.05 -0.25
```
Forces are in eV/Å.


Among the records above, which one has the highest net charge? C20H36IrN6O4